Record 1
81
Properties=species:S:1:pos:R:3 method="wB97M-V/def2-TZVPD" e_tot_ha=-5300.46728 largest_force_ha_per_bohr=0.02269 mol_weight_g_mol=823.7 total_charge=-1
Y 0.572 -0.440 0.756
C 4.971 -0.141 2.794
C 3.906 -0.285 1.881
N 2.753 0.303 2.047
C 2.552 1.100 3.129
C 3.545 1.287 4.107
C 4.781 0.631 3.900
C 3.280 2.098 5.239
C 2.049 2.678 5.346
C 1.056 2.514 4.357
C 1.270 1.745 3.225
N 0.360 1.476 2.225
C -0.702 2.329 2.020
C -0.697 3.703 2.203
C -1.833 4.495 1.944
C -3.007 3.947 1.512
C -3.061 2.549 1.291
C -4.231 1.887 0.849
C -4.211 0.545 0.626
C -3.000 -0.157 0.808
N -1.901 0.417 1.229
C -1.917 1.755 1.507
H 5.906 -0.653 2.610
H 4.005 -0.908 1.000
H 5.569 0.753 4.636
H 4.043 2.234 5.996
H 1.819 3.285 6.214
H 0.095 2.989 4.497
H 0.210 4.176 2.555
H -1.768 5.566 2.102
H -3.886 4.554 1.328
H -5.132 2.468 0.679
H -5.086 0.013 0.275
H -2.916 -1.211 0.566
O 3.571 -3.209 -3.102
C 4.354 -2.100 -2.874
C 5.626 -1.981 -3.411
C 6.379 -0.844 -3.142
C 5.855 0.160 -2.341
C 4.574 0.021 -1.815
C 3.805 -1.101 -2.076
C 2.418 -1.269 -1.470
O 2.083 -0.238 -0.650
N 1.428 -1.375 -2.596
N 0.361 -0.622 -2.511
C -0.663 -0.775 -3.253
C -1.799 0.143 -3.110
Br -1.475 1.588 -1.927
C -2.933 -0.006 -3.799
C -4.201 0.746 -3.865
C -5.045 0.462 -4.944
C -6.271 1.089 -5.098
C -6.696 2.022 -4.162
C -5.877 2.309 -3.079
C -4.647 1.684 -2.929
H 4.085 -3.870 -3.575
H 6.024 -2.773 -4.038
H 7.374 -0.752 -3.560
H 6.439 1.046 -2.124
H 4.134 0.782 -1.181
H 2.388 -2.233 -0.944
H 1.365 -2.266 -3.073
H -0.757 -1.575 -3.988
H -2.905 -0.867 -4.463
H -4.724 -0.273 -5.674
H -6.896 0.846 -5.949
H -7.653 2.515 -4.273
H -6.195 3.031 -2.335
H -4.043 1.916 -2.069
C -2.088 -4.477 1.271
C -0.875 -3.565 1.162
S -0.853 -2.507 -0.264
C 0.125 -3.614 2.061
C 0.100 -4.567 3.231
S 1.592 -2.613 1.982
H -2.802 -4.247 0.481
H -2.604 -4.369 2.229
H -1.816 -5.533 1.168
H -0.796 -5.185 3.257
H 0.172 -4.020 4.175
H 0.970 -5.231 3.191



Record 2
84
Properties=species:S:1:pos:R:3 method="wB97M-V/def2-TZVPD" e_tot_ha=-4584.07927 largest_force_ha_per_bohr=0.01941 mol_weight_g_mol=804.2 spin_multiplicity=3 e_above_lowest_kcal_mol=3.02
V 0.155 0.795 0.286
S -0.751 0.777 2.645
C 0.625 1.825 2.745
C 1.074 2.540 3.863
C 2.186 3.339 3.736
C 2.849 3.429 2.507
C 2.357 2.699 1.453
N 1.277 1.924 1.577
H 0.536 2.448 4.795
H 2.551 3.896 4.589
H 3.726 4.048 2.381
H 2.818 2.716 0.471
C -2.933 -0.875 -4.917
C -2.995 0.495 -4.704
C -2.809 1.011 -3.431
C -2.555 0.159 -2.363
C -2.471 -1.214 -2.584
C -2.668 -1.729 -3.856
P -2.304 0.761 -0.674
C -3.973 0.689 0.067
C -4.148 1.253 1.334
C -5.385 1.213 1.953
C -6.463 0.599 1.325
C -6.296 0.035 0.071
C -5.058 0.082 -0.560
C -1.904 2.512 -0.701
C -2.749 3.561 -1.055
C -2.272 4.857 -0.973
C -0.972 5.075 -0.525
C -0.161 4.016 -0.142
C -0.603 2.695 -0.217
H -3.073 -1.275 -5.912
H -3.180 1.165 -5.534
H -2.839 2.082 -3.274
H -2.211 -1.881 -1.769
H -2.594 -2.796 -4.020
H -3.311 1.735 1.826
H -5.510 1.665 2.929
H -7.430 0.570 1.809
H -7.132 -0.437 -0.430
H -4.942 -0.354 -1.544
H -3.768 3.367 -1.372
H -2.903 5.693 -1.246
H -0.595 6.088 -0.461
H 0.831 4.248 0.231
O 4.015 -0.809 -3.949
C 4.643 -0.923 -2.795
O 5.808 -1.222 -2.721
C 3.853 -0.658 -1.553
C 4.338 -0.793 -0.261
Cl 5.832 -1.383 0.279
N 3.366 -0.438 0.608
N 2.242 -0.106 -0.066
C 2.526 -0.226 -1.354
C 1.404 0.116 -2.291
O 1.527 -0.033 -3.504
O 0.370 0.532 -1.683
C 3.442 -0.409 2.036
C 2.440 -1.003 2.784
C 2.535 -0.964 4.168
C 3.623 -0.366 4.784
C 4.616 0.226 4.018
C 4.522 0.221 2.636
H 3.067 -0.490 -3.854
H 1.595 -1.457 2.283
H 1.746 -1.395 4.768
H 3.692 -0.351 5.864
H 5.460 0.708 4.493
H 5.277 0.704 2.031
C -0.053 -3.740 3.191
N -1.228 -3.067 2.710
C -2.437 -3.007 3.518
C -3.399 -2.172 2.653
N -2.618 -1.966 1.442
C -1.352 -2.396 1.559
S -0.140 -2.144 0.406
H 0.338 -3.235 4.076
H 0.699 -3.741 2.406
H -0.296 -4.772 3.454
H -2.220 -2.535 4.479
H -2.818 -4.015 3.708
H -3.652 -1.217 3.115
H -4.322 -2.708 2.432
H -2.852 -1.260 0.768